Below is a single C4H10OS molecule at a distorted geometry, with properties calculated with wB97M-V/def2-TZVPD.

Each atom is followed by the atoms it is bonded to, with distances in Å.
Element x y z (Å)
1 O 1.8547 -0.6436 -0.8203  C2 1.431, H7 0.963
2 C 1.6442 0.5523 -0.0635  O1 1.431, C3 1.538, H8 1.089, H9 1.096
3 C 0.6076 0.3268 1.0495  C2 1.538, C4 1.544, H10 1.084, H11 1.098
4 C -0.5552 -0.5290 0.5027  C3 1.544, C5 1.526, H12 1.093, H13 1.067
5 C -1.2534 0.1391 -0.6778  C4 1.526, S6 1.822, H14 1.093, H15 1.088
6 S -3.0534 0.3039 -0.4501  C5 1.822, H16 1.340
7 H 2.6025 -1.1140 -0.4364  O1 0.963
8 H 2.5781 1.0659 0.1591  C2 1.089
9 H 1.1371 1.2317 -0.7581  C2 1.096
10 H 0.1521 1.2691 1.3311  C3 1.084
11 H 1.0759 -0.2569 1.8529  C3 1.098
12 H -1.2895 -0.6550 1.3029  C4 1.093
13 H -0.1672 -1.4973 0.2793  C4 1.067
14 H -0.9627 1.1571 -0.9493  C5 1.093
15 H -0.9672 -0.3936 -1.5823  C5 1.088
16 H -3.4035 -0.9563 -0.7397  S6 1.340

Computed properties:
Strongest force on any atom   0.0318 Eh/bohr
SMILES string   OCCCCS
Energy above the lowest of the compared OMol25 structures with the same formula, charge and spin   13.7 kcal/mol
LUMO energy   0.844 eV
E_HOMO   -8.9 eV
Total energy   -631.8028 Ha

Results of the natural (NBO) charge analysis, in e, for atoms 1 through 6:
1 O -0.729
2 C -0.076
3 C -0.415
4 C -0.415
5 C -0.535
6 S -0.047